Entry from OMol25: C13H27BBrF3NbO4S as an isolated structure at a distorted geometry (ωB97M-V/def2-TZVPD).

E_LUMO, eV: 1.62

```
! wB97M-V def2-TZVPD RIJCOSX def2/J DEFGRID3
* xyz -1 1
C -2.085 2.528 3.819
C -1.144 2.359 2.480
C 0.468 2.499 2.903
C 1.305 1.126 2.581
C 1.842 1.105 0.998
Nb 0.705 -0.429 -0.299
C -0.384 -2.016 -1.599
C -1.480 -2.733 -0.561
C -2.707 -3.491 -1.340
S -4.311 -3.132 -0.365
C 2.326 -0.272 -1.957
O 1.898 -0.885 -3.226
C 2.249 -0.060 -4.392
F 3.613 0.517 -4.367
F 2.191 -0.974 -5.592
F 1.252 1.029 -4.682
C -0.342 1.311 -1.328
B -1.982 1.255 -1.325
O -2.698 2.577 -1.249
O -2.836 0.058 -1.436
C 1.778 -2.208 0.707
C 3.035 -1.773 1.662
O 2.958 -1.600 3.009
Br 4.901 -1.500 0.885
H -1.442 2.133 4.744
H -2.234 3.683 3.999
H -3.112 1.963 3.713
H -1.380 1.330 1.950
H -1.392 3.216 1.699
H 0.957 3.399 2.302
H 0.611 2.749 4.037
H 0.679 0.141 2.826
H 2.225 1.097 3.337
H 3.016 0.920 0.937
H 1.685 2.217 0.617
H -0.524 -0.534 1.022
H -0.902 -1.478 -2.507
H 0.371 -2.857 -1.929
H -0.937 -3.449 0.216
H -1.969 -1.875 0.093
H -2.926 -3.063 -2.430
H -2.516 -4.649 -1.434
H -4.151 -1.785 0.043
H 2.525 0.891 -2.059
H 3.242 -0.882 -1.560
H 0.141 1.443 -2.409
H -0.029 2.293 -0.731
H -1.961 3.283 -1.305
H -3.784 0.303 -1.660
H 1.027 -2.886 1.322
H 2.228 -2.895 -0.157
*
```

Löwdin analysis output, partial charges in e: -0.159 -0.251 -0.231 -0.308 -0.373 1.740 -0.356 -0.376 -0.534 0.542 -0.341 -0.150 -0.269 0.020 -0.007 0.000 -0.269 -0.567 -0.022 0.001 -0.345 -0.695 -0.175 0.531 0.076 0.070 0.072 0.076 0.101 0.102 0.093 0.081 0.101 0.027 0.035 -0.068 0.060 0.049 0.099 0.022 0.079 0.081 -0.135 0.089 0.037 0.059 0.043 0.100 0.114 0.064 0.065